Entry 1:
The following is a quantum chemistry calculation of a 6-piece molecular cluster, C43H95BBrF2N6O15P2S overall, from the Open Molecules 2025 dataset.

XYZ file:
```
166
Properties=species:S:1:pos:R:3:mulliken_charge:R:1
H 1.11 -2.31 3.90 0.064
H -5.25 -1.32 0.89 0.286
C 4.22 0.87 -4.45 -0.087
N 3.16 -3.85 8.50 -0.336
C 1.19 3.13 -0.76 -0.436
H 3.27 -5.00 6.74 0.435
H -0.52 -1.50 -12.50 0.063
H -1.91 -3.55 -12.44 0.172
H -12.16 -0.14 9.63 0.337
P -4.68 1.75 4.44 0.915
H -2.86 -1.94 -10.86 0.306
O 4.11 -1.43 10.00 -0.325
H -0.34 -1.66 2.84 0.116
C 0.44 3.33 0.68 -0.393
H 1.18 -2.16 -11.02 0.300
H 2.59 3.73 -5.94 0.371
H -2.81 -0.48 -9.85 0.317
C 1.69 -1.18 7.40 -0.513
C 0.05 4.13 5.20 -0.010
O 4.25 -0.46 -4.98 -0.424
H 4.90 1.52 -5.01 0.332
C 10.27 -0.69 -2.35 -0.171
H 2.76 -0.60 11.30 0.240
H -2.95 0.41 -14.19 0.238
O -2.65 1.48 2.31 -0.378
C 7.26 -0.39 -3.09 0.082
C 3.20 -1.58 11.08 -0.727
H -2.08 3.21 5.37 0.005
C 4.90 -2.60 9.75 -0.807
H -10.43 0.73 6.70 0.069
H 6.75 2.10 -1.04 0.319
F 2.64 -0.28 3.66 -0.465
O -2.66 -1.60 -13.99 -0.334
H -13.11 2.61 8.25 0.386
H 1.59 -0.03 -9.46 0.031
C 1.28 0.75 -8.76 -0.528
H 8.86 -0.87 -0.89 0.098
H -1.97 -0.32 -15.48 0.337
C 10.60 0.43 0.84 -0.719
H 3.71 -1.94 11.98 0.337
H -1.85 -0.53 -11.32 0.143
N 2.07 1.74 -5.56 -0.221
H 0.85 -3.84 -11.41 0.395
C -2.21 -1.14 -10.49 -0.568
H -3.40 -0.88 0.51 0.224
O -1.88 0.80 4.38 0.085
C 4.22 -0.54 -6.39 -0.609
C -1.82 -2.69 -14.40 -0.784
O -2.88 -2.11 3.29 -0.519
C 11.33 -0.23 -1.33 -0.798
C 8.01 -1.63 -2.57 -1.053
Br -2.11 4.16 2.40 -0.103
H 11.70 -1.08 -0.73 0.401
H 12.18 0.19 -1.87 0.388
H 5.94 -2.27 9.67 0.386
O 2.39 1.62 -8.55 -0.356
H 8.33 -2.24 -3.42 0.384
O 6.58 0.35 -2.07 -0.383
C -9.59 1.99 5.36 -0.588
O 1.29 -2.24 6.55 -0.282
P -3.98 -0.77 3.02 0.220
H 1.42 2.21 3.72 0.286
H 6.49 -0.74 -3.77 0.131
C 7.39 1.29 -1.38 -0.668
C -0.96 2.85 5.29 -0.802
H -11.63 1.96 8.98 0.399
H -5.05 0.11 5.96 0.340
C 2.34 -3.13 6.17 -0.229
C -0.59 2.10 1.19 0.157
H 1.03 -0.32 7.22 0.147
H -11.15 -0.56 8.21 0.310
H 3.76 2.55 -6.55 0.171
H 3.19 -0.62 -6.75 0.151
H 1.07 1.18 5.29 0.120
H -12.74 -1.30 8.42 0.234
H -0.10 -3.31 -9.27 0.358
H 7.82 0.82 -0.49 0.178
H 11.50 -0.03 1.27 0.336
H 3.25 -2.57 5.90 0.354
H -9.76 1.93 3.23 0.418
H -0.65 -4.26 -13.48 0.387
C -2.18 -0.33 -14.40 -0.708
H -11.25 3.53 7.00 0.366
H 10.74 -1.35 -3.08 0.381
H 1.13 0.07 2.16 0.111
C -11.48 2.47 6.85 -0.201
H 9.91 0.20 -2.87 0.170
H 0.97 2.95 -7.74 0.394
C 2.05 2.79 -7.81 -0.781
H -8.64 1.44 5.37 0.406
H -0.74 2.25 6.29 0.385
O -10.51 0.18 3.92 -0.417
O -5.06 1.11 6.02 -0.606
H 10.36 1.32 1.42 0.238
H -1.09 -2.38 -15.16 0.399
H 2.39 -2.26 10.81 0.308
H 4.52 -2.47 7.65 0.158
C 0.38 -2.86 -11.30 -0.608
H -0.26 -1.23 4.72 0.119
C -1.41 2.27 2.59 0.252
H 2.85 2.39 -3.73 0.341
H -4.71 0.52 0.94 0.221
C -12.25 1.95 8.07 -0.777
C 2.70 2.75 -6.41 -0.185
H 0.44 1.30 -9.20 0.386
O 10.81 0.82 -0.51 -0.334
H 5.22 -4.02 8.15 0.389
C -0.69 0.80 0.15 -0.155
H 0.63 4.30 1.31 0.233
H -11.96 -1.25 4.05 0.298
H 0.50 4.24 4.11 0.061
H -2.54 -2.43 2.40 0.256
B -3.16 0.91 3.60 -0.916
C 1.19 -0.03 3.33 0.742
N -10.23 1.72 6.65 -0.297
H 2.72 -0.86 7.22 0.314
C 2.61 -4.25 7.19 -1.086
H 4.84 -3.32 10.58 0.398
H -1.28 -0.06 -13.84 0.294
C 0.76 1.32 4.16 -0.953
H 1.66 -4.75 7.40 0.416
C -4.36 -0.58 1.13 -0.803
C 2.80 1.47 -4.32 -0.767
H -11.32 2.11 3.99 0.384
H 1.99 0.87 -6.08 -0.003
H 4.72 0.31 -6.87 0.310
N 1.07 1.98 -1.72 -0.067
C -10.36 1.59 4.08 -0.646
H 0.98 0.27 -7.83 0.289
H 2.19 0.76 -3.75 0.191
H -4.76 3.78 5.54 0.287
H -12.46 0.33 4.68 0.284
H 7.30 -2.23 -1.99 0.426
S -6.27 1.37 3.31 -0.456
H -2.48 -3.44 -14.85 0.386
O -12.79 0.65 7.81 -0.339
H 1.56 -1.47 8.45 0.208
C -12.17 -0.38 8.56 -0.723
H -12.14 2.38 5.98 0.178
H -1.36 -0.12 0.41 0.124
N -0.12 -2.43 -12.61 -0.335
C -1.13 -3.32 -13.18 -0.196
N 9.17 -1.40 -1.69 -0.326
H 0.95 4.02 5.94 0.232
O -1.11 -1.62 -9.73 -0.372
H -11.32 -0.72 5.60 0.175
C 0.38 -1.40 3.75 -0.461
H 8.18 1.71 -2.01 0.321
H 0.04 -0.06 -1.98 0.254
H 2.00 -3.61 5.25 0.322
F -0.71 5.35 5.63 -0.381
H 9.76 -0.26 0.92 0.309
H 4.74 -1.45 -6.69 0.324
C -11.62 -0.37 4.61 -0.581
H 2.48 3.64 -8.36 0.404
H 1.89 4.04 -1.11 0.234
C -0.63 -2.91 -10.13 -0.546
C -0.80 1.78 4.01 1.497
H 2.52 -3.19 8.92 0.096
H 4.63 0.80 -3.44 0.251
H -9.33 3.06 5.31 0.314
H 7.90 0.28 -3.69 0.282
C 0.17 0.87 -1.24 -0.433
O -4.56 3.48 4.60 -0.503
C 4.49 -3.25 8.41 -0.161
H -1.46 -3.59 -10.32 0.366
```

Summary:
E_HOMO	-3.880	eV
net charge	-1
2S+1	1


Entry 2:
The following is a quantum chemistry calculation of a 2-piece molecular cluster, C7H19OPSi overall, from the Open Molecules 2025 dataset.

XYZ file:
```
29
Properties=species:S:1:pos:R:3:mulliken_charge:R:1
H 1.68 2.82 -0.68 0.375
H 4.37 -0.09 1.16 0.301
H 2.83 -0.62 -2.20 0.300
H -4.52 0.24 -1.24 0.319
C 3.85 0.77 0.67 -0.971
H -4.36 0.18 1.77 0.354
H 2.73 2.03 -1.89 0.289
H 1.40 -1.48 -1.43 0.246
H -0.71 -1.25 -0.81 0.081
C 0.97 0.05 1.29 -0.954
H -3.08 -0.85 2.36 0.303
H -3.79 1.99 -0.90 0.292
H -4.23 -1.60 1.17 0.360
H 3.92 1.69 1.18 0.372
H 4.31 0.93 -0.41 0.139
H 0.72 -0.93 1.76 0.322
Si 2.04 0.41 -0.11 0.501
C 1.81 1.94 -1.25 -1.053
H 0.31 0.77 1.69 0.501
P -2.55 0.00 0.15 1.079
H 3.18 -1.72 -0.83 0.280
C -3.75 -0.65 1.48 -1.126
C -3.60 0.85 -1.09 -1.057
H 0.90 1.84 -1.82 0.324
O -1.59 0.95 0.73 -0.694
C -1.85 -1.33 -0.63 -0.649
H -3.00 0.85 -1.99 0.367
C 2.39 -1.07 -1.34 -0.938
H -2.56 -2.01 -1.16 0.338
```

Summary:
E_HOMO (alpha / beta)	-7.812 / -9.544	eV
net charge	0
energy relative to the best compared isomer or geometry (same formula, charge and spin)	1.745	eV
2S+1	1


Number 1: strongest force on any atom 0.1240 Eh/bohr. Number 2: strongest force on any atom 0.0759 Eh/bohr.